86
Properties=species:S:1:pos:R:3:forces:R:3:lowdin_charge:R:1 method="wB97M-V/def2-TZVPD" e_above_lowest_kj_mol=2017.0 homo_energy_ev=-8.156 e_tot_ev=-68636.6804 total_charge=0 gap_ev=3.97
Y -3.50797 1.80796 2.07297 0.705 -0.217 -0.466 1.238
P 0.23817 0.63644 0.40915 2.991 -1.594 -0.553 -0.032
O -0.92031 1.10575 -0.50070 -0.175 -0.064 -0.272 -0.198
O -0.62629 -0.46025 1.17080 0.842 0.451 -1.036 -0.237
O 0.13801 1.76292 1.43727 -0.075 1.068 0.609 -0.247
O 1.66668 0.35005 -0.17204 -4.429 0.429 1.611 -0.383
C 6.33062 3.59698 1.67280 -0.984 0.383 0.040 -0.264
C 5.60131 4.60395 2.49866 0.841 2.891 -0.591 -0.270
O 4.43877 5.15563 1.90696 -0.424 -0.556 -0.264 -0.062
O 5.70632 2.42421 2.05038 0.212 -3.043 0.451 -0.063
H 7.38844 3.65819 1.92848 0.064 -0.738 0.241 0.119
H 6.26188 3.71339 0.59122 -0.088 0.623 -0.046 0.128
H 6.27098 5.46289 2.54171 -0.001 0.313 0.656 0.113
H 5.32422 4.24082 3.48833 0.625 -0.262 0.026 0.127
H 3.81119 4.42919 1.91276 -0.509 0.108 -0.186 0.075
H 4.93995 2.17609 1.52815 0.207 0.241 -0.355 0.095
C -2.01596 -7.42384 1.47754 -2.677 -1.410 -1.324 -0.253
C -2.57332 -8.71594 2.11040 2.037 0.693 0.819 -0.201
O -1.99294 -8.62536 3.43495 -0.543 -1.315 -0.122 -0.090
O -2.71490 -6.36022 2.06924 0.353 1.241 1.282 -0.082
H -2.41692 -7.33235 0.46810 1.174 -0.649 -0.832 0.115
H -0.94149 -7.33455 1.63761 -0.055 -0.338 -0.343 0.130
H -2.19834 -9.60313 1.60012 0.627 0.044 0.192 0.112
H -3.64274 -8.92594 2.12844 -0.287 0.995 0.043 0.113
H -2.14423 -7.73139 3.75045 -0.234 0.165 -0.033 0.066
H -2.14563 -5.61630 1.85917 -0.389 0.590 0.313 0.089
C 2.65722 -1.31292 6.39389 -2.817 0.447 -1.614 -0.185
C 1.59834 -2.33132 6.87481 0.952 -0.811 0.068 -0.255
O 0.54442 -2.68004 6.00257 -0.624 0.740 -0.867 -0.073
O 2.01975 -0.03445 6.07734 0.376 -0.092 1.016 -0.092
H 2.91043 -1.68080 5.39959 1.077 -0.384 0.253 0.115
H 3.48197 -1.17264 7.09261 -0.135 -0.039 -0.200 0.121
H 1.12452 -2.11499 7.83229 0.446 0.170 0.157 0.117
H 2.12782 -3.28389 6.85608 0.568 -0.031 1.163 0.111
H 0.57083 -2.15917 5.19659 -0.056 0.165 -0.042 0.072
H 1.77781 0.00649 5.14923 0.204 -0.148 0.017 0.068
C -3.07632 7.15075 1.60194 -1.741 0.961 0.510 -0.265
C -3.91472 7.21779 2.89935 2.686 -0.329 -1.144 -0.206
O -3.49597 5.99354 3.53073 -1.149 -0.296 0.571 -0.130
O -3.65882 6.13124 0.82485 0.454 -0.819 -0.342 -0.102
H -2.05487 6.96503 1.93396 0.183 -0.007 -0.462 0.119
H -3.21594 8.04688 0.99731 0.576 0.570 0.336 0.118
H -4.96735 7.30669 2.63067 -0.041 -0.347 0.591 0.120
H -3.50197 8.05585 3.46095 -0.631 0.241 0.166 0.117
H -2.95850 6.18662 4.30237 -0.157 0.144 0.025 0.083
H -3.19799 6.17995 -0.01589 -0.161 -0.339 -0.272 0.086
C -7.53279 -0.64668 -0.64247 1.976 -1.999 0.061 -0.262
C -7.43044 -1.49790 0.62598 -0.684 1.203 0.952 -0.228
O -6.23026 -1.29350 1.37816 0.663 -0.264 -0.680 -0.133
O -6.84816 0.56235 -0.45187 -1.049 1.360 0.305 -0.103
H -8.57997 -0.57134 -0.93549 -0.014 0.203 0.043 0.124
H -6.92618 -1.08055 -1.43737 -0.575 -0.885 -0.366 0.117
H -7.64828 -2.54986 0.44152 0.035 0.064 -0.070 0.124
H -8.15410 -1.06139 1.31437 -0.735 -0.412 -0.128 0.112
H -5.89099 -2.14630 1.65962 0.058 -0.031 -0.072 0.082
H -7.34657 1.11040 -1.06247 0.526 0.906 0.064 0.087
C 7.31286 -1.68757 -2.99642 1.144 0.164 -0.044 -0.224
C 7.44637 -0.15954 -3.21407 -1.758 -0.054 1.010 -0.206
O 6.13493 0.45208 -3.40538 1.006 -0.179 -0.445 -0.084
O 6.65261 -2.22012 -1.81786 0.700 0.875 -0.853 -0.062
H 8.35467 -2.00413 -2.94625 0.073 -0.341 0.397 0.109
H 6.95035 -2.18938 -3.89357 -0.521 0.253 -0.059 0.113
H 8.11286 0.11017 -4.03330 -0.492 -0.464 -0.518 0.115
H 7.91880 0.36191 -2.38160 -0.005 -0.380 0.548 0.108
H 5.52424 0.03120 -2.79585 -0.054 0.084 0.056 0.061
H 5.88780 -1.68996 -1.58212 -0.129 0.055 -0.070 0.069
C -2.02174 3.64711 -5.81255 2.098 -0.896 -2.121 -0.259
C -0.65558 4.15584 -5.38602 -0.428 0.928 1.367 -0.234
O -0.74757 4.87738 -4.13004 0.505 -0.639 -0.318 -0.074
O -2.53869 2.51454 -5.14970 -0.132 0.427 0.987 -0.053
H -1.59273 3.17500 -6.69638 -0.900 0.262 -1.279 0.108
H -2.75724 4.40128 -6.09250 -0.013 -0.032 0.459 0.123
H -0.15113 4.81660 -6.09102 -0.853 0.443 -0.382 0.117
H 0.07117 3.34418 -5.41995 -0.147 -0.500 0.892 0.121
H -0.37110 4.32375 -3.44203 0.078 0.077 0.147 0.074
H -2.08913 2.45250 -4.30375 -0.197 -0.105 0.300 0.077
C -0.33674 -4.37121 -5.75671 2.147 1.761 0.188 -0.185
C -0.36642 -3.40129 -4.53555 -0.170 -2.577 0.246 -0.211
O 0.43661 -4.04757 -3.50507 -0.232 0.920 -0.544 -0.093
O 1.05502 -4.38208 -6.25303 -1.500 0.095 -0.208 -0.099
H -0.97382 -3.90263 -6.50682 0.160 -0.333 -0.337 0.109
H -0.60529 -5.41382 -5.58660 -0.409 0.268 0.511 0.113
H -1.38232 -3.35968 -4.14271 -0.221 0.372 -0.174 0.107
H 0.04110 -2.40988 -4.73333 -0.139 -0.110 -0.471 0.121
H 0.61181 -3.30942 -2.91680 0.386 -0.267 0.540 0.078
H 1.61987 -4.40627 -5.47716 -0.013 -0.102 0.275 0.060